{"formula": "C4H6N2", "method": "ωB97M-V with the def2-TZVPD basis set", "elements": ["C", "C", "C", "C", "N", "N", "H", "H", "H", "H", "H", "H"], "positions_angstrom": [[-1.9648, 0.8918, -0.2670], [1.0344, 0.9684, 0.1026], [-0.5050, -0.9613, -0.1181], [1.9683, -0.1550, -0.0142], [-1.7353, -0.2963, 0.0719], [0.5711, -0.2422, -0.1901], [-2.7297, 1.6472, -0.0105], [0.9577, 2.0572, -0.0924], [-0.2293, -1.9855, -0.0603], [2.3704, -0.6697, 0.9201], [2.6502, -0.1873, -0.7470], [-2.3881, -1.0673, 0.4049]], "atomic_forces_ev_per_a": [[0.298, 2.793, 0.180], [0.759, -0.822, -1.786], [-1.275, 1.254, 0.014], [0.878, -0.508, 5.332], [0.941, -5.304, 0.277], [-0.867, 3.384, 0.015], [-0.102, -0.810, -0.300], [-0.553, -0.542, 0.650], [-1.244, -1.374, 0.043], [-0.544, 0.857, -0.900], [2.041, -0.223, -3.413], [-0.333, 1.293, -0.112]], "lowdin_charge": [0.29, 0.31, 0.12, 0.08, 0.07, 0.04, 0.14, 0.21, 0.19, 0.20, 0.12, 0.24], "e_tot_ha": -264.5009, "largest_force_ev_per_a": 5.43, "charge": 2, "relative_energy_kcal_mol": 165.16}